Entry from the OMol25 dataset: 2 unconnected molecules or ions with the total composition C2Cl3NS at a distorted geometry (the ωB97M-V functional and the def2-TZVPD basis).

For the energy above the lowest of the compared OMol25 structures with the same formula, charge and spin, the calculation gives 45.1 kcal/mol. The HOMO energy (spin up / spin down) comes out at -10.0787 / -9.1571 eV. As for the total energy: -1909.60456 Ha.

```
7
Properties=species:S:1:pos:R:3:forces:R:3:mulliken_charge:R:1
Cl -0.20506 -1.56282 1.14277 0.14 0.65 -0.32 -0.0957
C -0.77345 -0.17824 0.30504 -0.32 0.18 -0.41 0.3388
N -3.29755 -0.17863 -0.12388 -0.46 0.23 0.16 -0.2998
S 3.22833 1.54313 -0.72240 0.21 -1.02 0.32 0.0247
C -2.17669 -0.10299 0.13305 1.15 -0.22 -0.30 0.1484
Cl 0.26268 0.84458 -0.64378 -1.46 -0.71 0.82 -0.0672
Cl 2.96175 -0.36503 -0.09081 0.74 0.89 -0.26 -0.0492
```
Positions in Å, forces in eV/Å.